# C22H25N3O4S

One molecule with the formula C22H25N3O4S (ωB97M-V/def2-TZVPD, the OMol25 dataset).

Output
Calculated total energy, eV: -46714.8109
SMILES: Cc1ccc(NS(=O)(=O)c2ccc(C(=O)NC[C@@H](c3ccco3)N(C)C)cc2)cc1
Energy above the lowest of the compared OMol25 structures with the same formula, charge and spin, kJ/mol: 231.80
Charge: 0

```
55
C22H25N3O4S ωB97M-V/def2-TZVPD
C -0.176 1.096 3.205
C 0.566 1.753 2.080
C -0.047 2.685 1.255
C 0.649 3.300 0.229
C 1.989 2.996 0.012
C 2.613 2.060 0.832
C 1.905 1.452 1.848
H 2.402 0.737 2.487
H 3.654 1.836 0.664
N 2.713 3.611 -1.010
S 3.681 2.677 -2.026
O 3.808 3.451 -3.223
O 4.860 2.268 -1.331
C 2.617 1.260 -2.283
C 1.408 1.467 -2.919
C 0.475 0.447 -2.950
C 0.768 -0.775 -2.350
C 2.019 -0.990 -1.781
C 2.943 0.039 -1.729
H 3.908 -0.082 -1.263
H 2.235 -1.958 -1.356
C -0.248 -1.870 -2.224
O 0.027 -3.045 -2.333
N -1.500 -1.409 -1.957
H -1.600 -0.430 -1.744
C -2.518 -2.294 -1.450
H -3.499 -1.982 -1.812
H -2.280 -3.283 -1.847
C -2.558 -2.381 0.097
C -1.167 -2.400 0.669
C -0.157 -1.482 0.742
C 0.927 -2.133 1.382
C 0.499 -3.395 1.648
O -0.763 -3.561 1.227
H 0.977 -4.233 2.114
H 1.886 -1.710 1.599
H -0.151 -0.467 0.399
N -3.468 -1.401 0.684
C -3.636 -1.622 2.107
H -2.733 -1.387 2.689
H -3.899 -2.664 2.280
H -4.452 -0.996 2.465
C -3.190 -0.009 0.401
H -2.213 0.331 0.769
H -3.261 0.171 -0.670
H -3.962 0.590 0.885
H -2.996 -3.358 0.341
H -0.472 0.598 -3.447
H 1.212 2.424 -3.378
H 2.210 4.312 -1.532
H 0.157 4.028 -0.400
H -1.086 2.940 1.413
H -1.235 1.340 3.169
H -0.060 0.014 3.160
H 0.221 1.434 4.162
```

***

# C22H25N3O5

One molecule with the formula C22H25N3O5 (ωB97M-V/def2-TZVPD, the OMol25 dataset).

Output
Calculated total energy, eV: -37929.6680
SMILES: COc1cc2[nH]c(=O)n(CCCC(=O)NCCc3ccccc3)c(=O)c2cc1OC
Energy above the lowest of the compared OMol25 structures with the same formula, charge and spin, kJ/mol: 64.22
Charge: 0

```
55
C22H25N3O5 ωB97M-V/def2-TZVPD
C 4.362 -4.893 2.807
H 5.288 -4.458 2.418
O 3.319 -4.813 1.865
C 2.912 -3.600 1.442
C 3.439 -2.394 1.864
C 2.944 -1.193 1.355
C 1.914 -1.204 0.418
C 1.376 -2.426 -0.009
C 1.856 -3.616 0.484
O 1.413 -4.850 0.139
C 0.373 -4.939 -0.808
H 0.184 -6.003 -0.933
H 0.668 -4.506 -1.768
H -0.537 -4.447 -0.451
H 0.581 -2.385 -0.735
C 1.402 0.049 -0.114
O 0.494 0.121 -0.927
N 2.015 1.199 0.356
C 3.028 1.239 1.299
O 3.522 2.269 1.696
N 3.451 0.019 1.759
H 4.195 0.047 2.444
C 1.530 2.474 -0.162
C 0.209 2.876 0.501
C -0.500 3.992 -0.259
C -1.323 3.605 -1.486
O -2.107 4.404 -1.965
N -1.109 2.389 -2.020
H -0.539 1.692 -1.556
C -1.960 1.868 -3.064
H -2.659 2.664 -3.331
H -1.354 1.613 -3.941
C -2.712 0.622 -2.571
C -3.437 0.945 -1.296
C -4.623 1.668 -1.319
C -5.247 2.033 -0.140
C -4.691 1.682 1.078
C -3.511 0.959 1.111
C -2.889 0.594 -0.070
H -1.967 0.029 -0.044
H -3.072 0.683 2.060
H -5.174 1.973 2.000
H -6.166 2.598 -0.171
H -5.056 1.951 -2.267
H -3.410 0.301 -3.345
H -1.988 -0.175 -2.393
H 0.226 4.743 -0.583
H -1.200 4.501 0.407
H 0.427 3.216 1.516
H -0.452 2.011 0.582
H 1.411 2.371 -1.242
H 2.299 3.219 0.047
H 4.237 -2.360 2.589
H 4.512 -5.956 2.987
H 4.093 -4.401 3.747
```

***

# C22H25N3O6S

One molecule with the formula C22H25N3O6S (ωB97M-V/def2-TZVPD, the OMol25 dataset).

Output
Calculated total energy, eV: -50810.9455
SMILES: COc1cccc(CNC(=O)C2CCN(S(=O)(=O)c3ccc4c(c3)NC(=O)CO4)CC2)c1
Energy above the lowest of the compared OMol25 structures with the same formula, charge and spin, kJ/mol: 146.13
Charge: 0

```
57
C22H25N3O6S ωB97M-V/def2-TZVPD
C 2.796 0.745 3.423
H 3.469 0.022 2.952
O 1.652 0.972 2.633
C 1.821 1.473 1.379
C 3.047 1.775 0.797
C 3.083 2.265 -0.499
C 1.920 2.449 -1.220
C 0.687 2.164 -0.639
C 0.648 1.685 0.655
H -0.292 1.484 1.141
C -0.577 2.434 -1.417
N -1.764 1.810 -0.891
C -2.706 2.522 -0.241
O -2.613 3.716 -0.036
C -3.950 1.738 0.186
C -4.494 0.824 -0.928
C -4.137 -0.646 -0.684
N -2.809 -0.737 -0.099
S -2.128 -2.277 -0.250
O -2.275 -2.657 -1.623
O -2.638 -3.154 0.765
C -0.403 -1.945 0.070
C 0.148 -2.238 1.302
C 1.499 -2.027 1.512
C 2.291 -1.526 0.486
C 1.716 -1.212 -0.755
C 0.363 -1.427 -0.957
H -0.100 -1.217 -1.908
N 2.525 -0.665 -1.746
C 3.872 -0.547 -1.634
O 4.556 -0.003 -2.465
C 4.456 -1.241 -0.409
H 4.746 -2.257 -0.722
O 3.611 -1.315 0.724
H 5.357 -0.710 -0.093
H 2.085 -0.279 -2.570
H 1.958 -2.248 2.461
H -0.483 -2.650 2.073
C -2.784 -0.268 1.278
C -3.712 0.939 1.475
H -4.683 0.593 1.834
H -3.293 1.596 2.238
H -3.090 -1.083 1.948
H -1.747 -0.013 1.512
H -4.874 -1.121 -0.023
H -4.112 -1.205 -1.620
H -4.094 1.149 -1.890
H -5.580 0.908 -0.978
H -4.691 2.510 0.416
H -1.866 0.803 -0.937
H -0.770 3.514 -1.397
H -0.439 2.129 -2.461
H 1.966 2.830 -2.229
H 4.036 2.499 -0.950
H 3.969 1.638 1.337
H 3.337 1.676 3.621
H 2.427 0.339 4.364
```

***

# C22H25N3O7S

A 2-piece molecular cluster, C22H25N3O7S overall in a non-equilibrium geometry (ωB97M-V/def2-TZVPD, the OMol25 dataset).

Output
Calculated total energy, eV: -52856.2660
SMILES: Cc1cc(=O)oc2cc3c([N+](=O)[O-])c(O)ccc3cc12.CNC(=O)[C@H](CCSC)NC(C)=O
Energy above the lowest of the compared OMol25 structures with the same formula, charge and spin, kJ/mol: 252.28
Charge: 0

```
58
C22H25N3O7S ωB97M-V/def2-TZVPD
O 3.622 -1.655 4.379
O -2.947 -3.635 -1.835
O -5.493 0.790 0.404
O 5.077 -1.454 -2.327
O 6.350 -0.103 -3.446
O 4.021 -0.887 2.264
O 4.760 1.785 -4.496
S -0.602 -0.332 1.592
C 3.460 -0.818 3.503
C -3.307 -2.917 -0.919
C -5.035 -0.163 -0.213
C 2.607 0.301 3.877
C 2.328 1.304 2.984
C 3.518 2.894 -2.860
C 3.737 0.100 1.351
C 4.309 1.809 -3.206
C 2.912 1.197 1.642
C 2.981 3.003 -1.585
C 2.677 2.150 0.644
C 4.304 -0.022 0.083
C 4.603 0.781 -2.275
C 3.240 2.017 -0.632
C 4.060 0.904 -0.954
N -5.788 -0.865 -1.073
N -3.120 -1.600 -0.997
N 5.387 -0.322 -2.701
C -0.297 -2.059 1.130
C -3.971 -3.528 0.300
C 1.447 2.457 3.393
C -7.205 -0.616 -1.340
C -1.125 0.366 0.000
C -2.628 0.664 -0.139
C -3.552 -0.567 -0.037
H 5.426 1.079 -4.581
H 2.202 0.307 4.882
H 3.315 3.657 -3.605
H 2.361 3.861 -1.342
H 2.045 3.007 0.853
H 4.949 -0.881 -0.049
H -5.340 -1.616 -1.576
H -2.637 -1.292 -1.826
H 0.465 -2.100 0.352
H 0.056 -2.609 2.003
H -1.212 -2.519 0.766
H -3.428 -3.245 1.199
H -5.004 -3.194 0.369
H -3.950 -4.613 0.200
H 0.565 2.509 2.748
H 1.998 3.399 3.316
H 1.105 2.345 4.426
H -7.680 -1.521 -1.720
H -7.308 0.182 -2.077
H -7.711 -0.309 -0.422
H -0.806 -0.298 -0.804
H -0.591 1.307 -0.133
H -2.904 1.380 0.638
H -2.791 1.141 -1.107
H -3.454 -0.957 0.976
```

***

# C22H25N4O6S

A 2-piece molecular cluster, C22H25N4O6S overall in a non-equilibrium geometry (ωB97M-V/def2-TZVPD, the OMol25 dataset).

Output
Calculated total energy, eV: -52304.3402
Charge: -1

```
58
C22H25N4O6S ωB97M-V/def2-TZVPD
C -5.654 1.226 2.885
O -5.288 0.128 3.681
C -3.985 -0.317 3.495
C -3.533 -1.365 4.309
C -2.254 -1.840 4.216
C -1.343 -1.270 3.319
C 0.057 -1.686 3.311
C 1.131 -0.864 3.425
C 2.470 -1.438 3.294
O 2.624 -2.634 3.130
N 3.564 -0.569 3.347
C 4.884 -1.121 3.214
C 3.445 0.816 3.484
O 4.425 1.536 3.444
N 2.169 1.344 3.678
C 2.032 2.767 3.827
C 1.010 0.564 3.732
O -0.048 1.089 4.026
C -1.803 -0.245 2.481
C -3.087 0.218 2.562
H -6.688 1.485 3.115
H -5.012 2.076 3.116
H -5.580 0.954 1.832
H -4.217 -1.769 5.034
H -1.915 -2.621 4.874
H 0.265 -2.741 3.216
H 5.620 -0.322 3.284
H 5.058 -1.844 4.008
H 4.973 -1.614 2.249
H 0.976 3.032 3.839
H 2.494 3.090 4.756
H 2.522 3.260 2.990
H -1.111 0.212 1.795
H -3.393 1.020 1.917
C -2.488 -4.524 -1.550
C -2.190 -3.461 -2.579
N -0.981 -2.721 -2.235
C -1.161 -1.580 -1.425
O -2.291 -1.232 -1.079
C -0.013 -0.871 -1.032
C 1.272 -1.296 -1.406
O 2.285 -0.699 -1.035
N 1.370 -2.439 -2.227
C 2.725 -2.857 -2.572
C 3.278 -3.810 -1.541
C 0.264 -3.147 -2.634
S 0.432 -4.489 -3.588
H -3.360 -5.120 -1.822
H -1.640 -5.200 -1.440
H -2.667 -4.080 -0.569
H -2.068 -3.878 -3.585
H -3.008 -2.735 -2.636
H -0.117 0.019 -0.441
H 2.709 -3.297 -3.573
H 3.336 -1.949 -2.638
H 4.277 -4.159 -1.806
H 3.329 -3.330 -0.563
H 2.632 -4.682 -1.435
```

***

# C22H25NO

One molecule with the formula C22H25NO (ωB97M-V/def2-TZVPD, the OMol25 dataset).

Output
Calculated total energy, eV: -26757.9798
SMILES: Cc1ccc(NC(=O)[C@@H]2[C@H]3CCC[C@@H]2[C@@H]3c2ccccc2)c(C)c1
Energy above the lowest of the compared OMol25 structures with the same formula, charge and spin, kJ/mol: 25.26
Charge: 0

```
49
C22H25NO ωB97M-V/def2-TZVPD
C 5.246 -1.891 -0.895
C 4.116 -1.617 0.050
C 3.905 -0.350 0.577
C 2.851 -0.119 1.440
C 1.986 -1.146 1.792
C 2.188 -2.432 1.286
C 3.252 -2.640 0.419
H 3.412 -3.632 0.021
C 1.300 -3.578 1.668
H 0.995 -4.137 0.785
H 1.841 -4.262 2.322
H 0.412 -3.234 2.192
N 0.902 -0.872 2.668
C -0.368 -0.557 2.300
O -1.213 -0.299 3.132
C -0.598 -0.555 0.809
H -0.089 -1.406 0.362
C -0.307 0.822 0.166
C -0.113 0.640 -1.337
H -0.400 1.560 -1.848
H 0.942 0.454 -1.552
C -0.952 -0.534 -1.863
H -1.188 -0.376 -2.917
H -0.356 -1.447 -1.809
C -2.249 -0.732 -1.064
C -2.060 -0.316 0.392
H -2.832 -0.718 1.048
C -1.766 1.196 0.495
C -2.518 2.202 -0.314
C -1.885 3.340 -0.802
C -2.589 4.286 -1.526
C -3.941 4.114 -1.766
C -4.588 3.000 -1.258
C -3.884 2.055 -0.535
H -4.400 1.201 -0.122
H -5.648 2.869 -1.424
H -4.491 4.850 -2.334
H -2.081 5.163 -1.901
H -0.835 3.495 -0.601
H -1.834 1.489 1.548
H -3.050 -0.139 -1.505
H -2.547 -1.782 -1.117
H 0.486 1.431 0.603
H 1.098 -0.823 3.659
H 2.690 0.866 1.852
H 4.568 0.461 0.312
H 5.850 -1.001 -1.047
H 4.861 -2.219 -1.859
H 5.883 -2.683 -0.505
```

***

# C22H25NO3

One molecule with the formula C22H25NO3 (ωB97M-V/def2-TZVPD, the OMol25 dataset).

Output
Calculated total energy, eV: -30851.8836
SMILES: CCC(=O)N(CC[C@H](Cc1ccccc1)c1ccco1)Cc1ccco1
Energy above the lowest of the compared OMol25 structures with the same formula, charge and spin, kJ/mol: 248.63
Charge: 0

```
51
C22H25NO3 ωB97M-V/def2-TZVPD
C 0.856 -1.519 4.298
H 1.056 -2.467 4.793
C 2.149 -0.920 3.744
C 1.861 0.462 3.183
O 1.498 1.353 3.930
N 2.012 0.686 1.850
C 2.476 -0.286 0.881
H 2.750 0.255 -0.027
H 3.384 -0.771 1.257
C 1.449 -1.364 0.505
H 1.968 -2.150 -0.046
H 1.033 -1.808 1.408
C 0.297 -0.827 -0.346
C 0.766 -0.317 -1.671
C 1.738 -0.741 -2.530
C 1.666 0.107 -3.662
C 0.655 0.978 -3.409
O 0.107 0.729 -2.210
H 0.245 1.789 -3.977
H 2.283 0.067 -4.537
H 2.424 -1.551 -2.385
H -0.182 0.003 0.181
C -0.775 -1.918 -0.569
C -1.914 -1.349 -1.366
C -2.865 -0.549 -0.747
C -3.876 0.040 -1.484
C -3.947 -0.163 -2.851
C -3.005 -0.961 -3.476
C -1.994 -1.550 -2.737
H -1.255 -2.166 -3.230
H -3.054 -1.123 -4.543
H -4.734 0.299 -3.428
H -4.610 0.661 -0.991
H -2.810 -0.385 0.320
H -1.132 -2.265 0.403
H -0.324 -2.761 -1.097
C 1.785 2.054 1.400
C 0.386 2.303 0.935
C -0.818 2.109 1.548
C -1.803 2.533 0.621
C -1.124 2.955 -0.478
O 0.200 2.820 -0.298
H -1.455 3.351 -1.416
H -2.864 2.527 0.760
H -0.969 1.723 2.535
H 1.994 2.702 2.259
H 2.474 2.295 0.588
H 2.846 -0.776 4.574
H 2.605 -1.594 3.024
H 0.132 -1.689 3.502
H 0.416 -0.832 5.016
```

***

# C22H26ClN3O5S

One molecule with the formula C22H26ClN3O5S in a non-equilibrium geometry (ωB97M-V/def2-TZVPD, the OMol25 dataset).

Output
Calculated total energy, eV: -61302.3237
SMILES: CCOC(=O)N1CCN(C(=O)c2ccc(N(Cc3ccc(Cl)cc3)S(C)(=O)=O)cc2)CC1
Energy above the lowest of the compared OMol25 structures with the same formula, charge and spin, kJ/mol: 26.90
Charge: 0

```
58
C22H26ClN3O5S ωB97M-V/def2-TZVPD
C -3.653 -0.721 -3.102
C -3.470 -1.873 -2.124
H -2.412 -2.118 -1.983
H -4.000 -2.769 -2.466
O -4.024 -1.511 -0.860
C -3.200 -1.527 0.200
O -2.077 -1.974 0.192
N -3.814 -1.050 1.326
C -2.975 -0.842 2.485
H -3.619 -0.863 3.367
H -2.258 -1.661 2.539
C -2.237 0.519 2.358
N -2.859 1.291 1.306
C -2.308 1.453 0.069
O -2.982 1.742 -0.905
C -0.825 1.349 -0.015
C 0.007 2.111 0.799
C 1.379 2.059 0.658
C 1.967 1.228 -0.298
C 1.128 0.458 -1.108
C -0.244 0.534 -0.977
H -0.874 -0.062 -1.617
H 1.536 -0.210 -1.846
N 3.350 1.195 -0.462
S 4.372 2.217 0.393
O 5.712 1.880 0.018
O 4.062 2.223 1.792
C 3.988 3.836 -0.320
H 4.431 3.855 -1.307
H 2.915 3.962 -0.368
H 4.436 4.591 0.314
C 3.970 0.144 -1.241
C 3.736 -1.221 -0.644
C 3.772 -1.383 0.736
C 3.563 -2.626 1.304
C 3.319 -3.716 0.484
C 3.283 -3.574 -0.893
C 3.489 -2.325 -1.449
H 3.461 -2.213 -2.524
H 3.092 -4.430 -1.520
Cl 3.059 -5.272 1.187
H 3.590 -2.750 2.375
H 3.967 -0.527 1.366
H 5.040 0.366 -1.228
H 3.626 0.186 -2.280
H 1.997 2.631 1.328
H -0.424 2.762 1.547
C -4.302 1.339 1.422
H -4.678 2.013 0.653
C -4.890 -0.085 1.236
H -5.624 -0.306 2.017
H -5.363 -0.187 0.262
H -4.546 1.738 2.410
H -1.190 0.353 2.111
H -2.299 1.077 3.298
H -4.708 -0.575 -3.317
H -3.129 -0.937 -4.029
H -3.264 0.200 -2.671
```

***

For the records above, the corresponding molecular weight values read 427.53; 411.46; 459.52; 475.52; 473.53; 319.45; 351.45; 479.99 g/mol.